P:
Below is a 2-piece molecular cluster, C9H8N4 overall, with properties calculated with ωB97M-V/def2-TZVPD.

- 2S+1: 1
- HOMO level (alpha / beta): -0.3097 / -0.2817 Eh
- LUMO level (alpha / beta): -1.15 / -1.87 eV

Last column: Löwdin charge in e.
Cartesian coordinates (Å):
C  0.653  -2.541  0.292  -0.315
C  0.891  -2.240  -2.104  -0.267
C  0.514  3.004  0.126  -0.061
C  0.482  2.416  1.414  -0.044
C  0.388  2.123  -0.944  -0.072
C  -0.157  1.171  1.563  -0.033
C  -0.175  0.885  -0.808  0.001
C  -0.493  0.406  0.482  -0.293
C  0.437  -2.967  -0.986  -0.135
N  1.031  -1.901  1.233  0.150
N  1.103  -1.473  -2.917  0.148
N  -1.217  -0.700  0.791  -0.060
N  -1.651  -1.455  -0.134  0.160
H  0.777  4.031  -0.033  0.099
H  0.752  3.046  2.240  0.096
H  0.447  2.553  -1.939  0.114
H  -0.194  0.582  2.489  0.118
H  -0.285  0.240  -1.602  0.061
H  -0.113  -3.880  -1.138  0.087
H  -1.128  -0.992  1.791  0.168
H  -2.062  -2.308  0.186  0.080


Q:
Below is C9H8N4 in the gas phase, with properties calculated with ωB97M-V/def2-TZVPD.

- 2S+1: 1
- HOMO level: -0.3161 Eh
- SMILES string: Nc1ccnc(-c2ccccn2)n1
- LUMO level: 0.31 eV

Last column: Löwdin charge in e.
Cartesian coordinates (Å):
C  1.543  -1.220  -1.561  -0.426
C  1.355  -2.549  -1.233  -0.010
C  0.445  -2.792  -0.151  -0.120
C  0.115  -0.530  -0.015  -0.272
C  -0.626  0.609  0.627  -0.207
C  -1.482  0.444  1.683  -0.025
C  -2.155  1.601  2.104  -0.074
C  -1.924  2.806  1.457  -0.064
C  -0.867  2.895  0.505  -0.127
H  2.879  -1.592  -3.055  0.096
H  2.685  0.073  -2.571  0.099
H  2.060  -3.275  -1.636  0.100
H  0.275  -3.798  0.249  0.107
H  -1.747  -0.532  2.119  0.117
H  -2.831  1.507  2.926  0.095
H  -2.352  3.704  1.892  0.095
H  -0.619  3.835  0.027  0.099
N  2.361  -0.872  -2.584  0.139
N  -0.234  -1.790  0.389  0.096
N  1.119  -0.224  -0.810  0.175
N  -0.212  1.813  0.085  0.108


Stability summary - winner: Q; margin: 0.1721 hartree.


P:
Below is C2H3NO in the gas phase, with properties calculated with ωB97M-V/def2-TZVPD.

- 2S+1: 1
- HOMO level: -0.3642 Eh
- SMILES string: O=C1CN1
- LUMO level: 0.88 eV

Last column: Löwdin charge in e.
Cartesian coordinates (Å):
C  0.837  -0.079  0.215  -0.502
C  -0.499  -0.542  -0.020  -0.029
N  -0.121  0.947  0.214  0.129
O  2.016  -0.249  0.212  0.115
H  -0.771  -0.607  -1.110  0.122
H  -1.039  -1.138  0.777  0.119
H  -0.423  1.669  -0.288  0.046


Q:
Below is C2H3NO in the gas phase, with properties calculated with ωB97M-V/def2-TZVPD.

- 2S+1: 1
- HOMO level: -0.3460 Eh
- SMILES string: c1co[nH]1
- LUMO level: 1.14 eV

Last column: Löwdin charge in e.
Cartesian coordinates (Å):
C  0.317  0.619  -0.426  0.018
C  0.704  -0.588  -0.012  -0.187
N  -1.207  0.103  0.040  0.035
O  -0.471  -1.061  0.493  -0.121
H  0.578  1.491  -0.969  0.063
H  1.602  -1.174  0.011  0.106
H  -1.523  0.610  0.864  0.086


Stability summary - winner: P; margin: 0.0687 hartree.


P:
Below is C2H3NO in the gas phase, with properties calculated with ωB97M-V/def2-TZVPD.

- 2S+1: 1
- HOMO level (alpha / beta): -0.3762 / -0.3762 Eh
- LUMO level (alpha / beta): -1.18 / -1.18 eV

Last column: Löwdin charge in e.
Cartesian coordinates (Å):
C  0.305  -0.517  -0.421  -0.591
C  -0.271  0.513  0.460  0.014
N  1.442  -1.113  -0.588  0.308
O  -0.170  -0.975  -1.589  0.017
H  0.086  0.387  1.567  0.138
H  -1.275  0.234  0.375  0.069
H  -0.117  1.471  0.197  0.045


Q:
Below is C2H3NO in the gas phase, with properties calculated with ωB97M-V/def2-TZVPD.

- 2S+1: 1
- HOMO level (alpha / beta): -0.3120 / -0.3115 Eh
- LUMO level (alpha / beta): -0.20 / -0.17 eV

Last column: Löwdin charge in e.
Cartesian coordinates (Å):
C  -0.582  -0.028  -0.440  -0.073
C  0.908  0.070  -0.108  -0.080
N  -2.610  -0.406  0.677  0.127
O  -1.538  -0.147  0.295  -0.204
H  1.353  -0.952  -0.242  0.091
H  1.058  0.739  0.712  0.055
H  1.412  0.724  -0.896  0.084


Stability summary - winner: P; margin: 0.1473 hartree.


P:
Below is a 2-piece molecular cluster, C2H4N2S2 overall, with properties calculated with ωB97M-V/def2-TZVPD.

- 2S+1: 1
- HOMO level: -0.2908 Eh
- SMILES string: SN1CS1.C#N
- LUMO level: 0.63 eV

Last column: Löwdin charge in e.
Cartesian coordinates (Å):
C  2.773  -0.199  -1.150  -0.009
C  -1.804  0.770  0.927  -0.601
N  1.861  -0.814  -0.889  0.060
N  -0.613  -0.023  0.784  -0.835
S  -0.839  -1.677  0.276  0.633
S  -0.661  1.375  -0.284  0.717
H  3.618  0.292  -1.666  0.092
H  0.304  -1.527  -0.518  -0.187
H  -2.760  0.498  0.594  0.037
H  -1.879  1.305  1.925  0.093


Q:
Below is C2H4N2S2 in the gas phase, with properties calculated with ωB97M-V/def2-TZVPD.

- 2S+1: 1
- HOMO level: -0.3264 Eh
- SMILES string: [H]/N=C(\N)C(=S)S
- LUMO level: -0.96 eV

Last column: Löwdin charge in e.
Cartesian coordinates (Å):
C  0.648  0.002  1.031  -0.475
C  -0.199  -0.056  -0.304  -1.102
H  2.454  0.539  1.510  -0.013
H  1.784  1.470  0.107  0.077
H  0.560  -0.768  2.932  0.101
H  -1.041  -1.525  0.837  -0.135
N  1.900  0.637  0.825  0.094
N  -0.062  -0.531  2.051  0.012
S  -1.475  -1.077  -0.304  0.881
S  0.268  1.068  -1.564  0.561


Stability summary - winner: Q; margin: 0.0443 hartree.